1.
Formula: C2H10NO2
Source: the Open Molecules 2025 dataset
Level of theory: the ωB97M-V functional and the def2-TZVPD basis

Computed properties:
<S²> = 0.7571
net charge = 0
HOMO energy (spin up / spin down) = -5.15 / -5.79 eV
ΔE to the lowest compared entry with this formula, charge and spin = 65.1 kcal per mole
LUMO energy (spin up / spin down) = 0.21 / 0.22 eV
largest force on an atom = 0.0753 Eh/bohr
multiplicity = 2
calculated total energy = -7816.4225 eV
HOMO-LUMO gap (spin up / spin down) = 5.359 / 6.012 eV

```
15
Properties=species:S:1:pos:R:3:forces:R:3
C -0.836090 -0.354415 -0.982220 -0.9 -1.5 1.2
C -1.463207 0.543491 -1.819855 -0.4 1.0 -0.9
N 0.177026 0.282627 -0.080646 -1.4 2.5 2.0
H -1.372277 -1.125168 -0.349511 0.7 0.3 -1.0
H -1.461025 0.499584 -2.890983 -0.6 -0.8 -0.6
H -1.853740 1.505537 -1.518705 0.4 0.8 0.5
H 0.497834 1.076804 -0.643034 0.3 -0.3 0.2
H 0.870294 -0.408329 0.043446 1.5 -0.8 0.1
H -0.072713 0.689006 0.899991 0.3 -0.9 -1.8
H -0.803177 1.699264 2.859406 -1.4 0.8 0.3
H 0.539692 1.393461 3.575923 -1.6 -0.5 -2.6
O -0.007438 1.231981 2.706341 2.9 -0.2 2.6
H 2.050966 -2.536012 0.168387 0.2 -0.3 0.0
H 2.036538 -2.465702 -1.403112 -0.7 0.8 1.6
O 1.697311 -2.032127 -0.565431 0.7 -0.7 -1.4
```
Positions in Å, forces in eV/Å.

Here are the natural (NBO) charges for atoms 1 to 8, given in e:
1. C -0.330
2. C -0.666
3. N -0.750
4. H 0.151
5. H 0.177
6. H 0.139
7. H 0.414
8. H 0.433

2.
Formula: C45H51AsBr2N8O2PSV
Source: the Open Molecules 2025 dataset
Level of theory: the ωB97M-V functional and the def2-TZVPD basis

Computed properties:
<S²> = 0.7815
net charge = +3
HOMO energy (spin up / spin down) = -15.29 / -15.29 eV
ΔE to the lowest compared entry with this formula, charge and spin = 0.0 kcal per mole
LUMO energy (spin up / spin down) = -9.57 / -8.81 eV
largest force on an atom = 0.0113 Eh/bohr
multiplicity = 2
calculated total energy = -310227.2609 eV
HOMO-LUMO gap (spin up / spin down) = 5.719 / 6.485 eV

```
112
Properties=species:S:1:pos:R:3:forces:R:3
V 0.943015 0.371656 0.557546 -0.4 0.1 0.4
Br 5.724004 1.423122 0.701067 0.0 0.0 -0.1
C 4.562885 1.295803 2.161519 0.0 0.0 0.2
C 5.042827 1.462271 3.481945 0.0 0.0 -0.1
C 4.196758 1.396889 4.556609 0.0 0.0 0.0
Br 4.884922 1.625479 6.281655 0.0 0.0 0.0
C 2.799646 1.160782 4.377148 0.0 0.0 0.0
C 1.819411 1.087615 5.388698 0.0 0.0 0.0
C 0.511215 0.861398 5.039602 0.0 0.0 0.0
C 0.166354 0.697268 3.690930 0.0 0.0 0.0
N 1.057964 0.751205 2.720885 0.0 -0.1 0.0
C 2.351576 0.986981 3.063183 0.1 0.0 0.0
C 3.234824 1.053880 1.973337 -0.2 -0.1 -0.1
O 2.620160 0.865345 0.779043 0.5 -0.1 -0.1
H 6.097064 1.647899 3.635011 0.0 0.0 0.0
H 2.105479 1.213374 6.424661 0.0 0.0 0.0
H -0.263409 0.808044 5.791500 0.0 0.0 0.0
H -0.858637 0.529103 3.392430 0.0 0.0 0.0
S 0.327112 2.687192 0.169855 -0.2 -0.2 -0.2
C 1.503781 3.406434 -0.863222 0.2 0.0 0.0
N 2.782011 3.058330 -1.004251 -0.1 0.1 0.0
C 3.524286 4.071793 -1.775392 0.0 0.0 0.0
C 2.396026 4.960829 -2.337854 0.0 0.0 0.0
N 1.225515 4.463284 -1.603249 0.0 0.0 0.1
H 3.226367 2.459050 -0.323348 0.0 0.0 -0.2
H 4.106419 3.605207 -2.566592 0.0 0.0 0.0
H 4.197215 4.622096 -1.119261 0.0 0.0 0.0
H 2.253075 4.819515 -3.407705 0.0 0.0 0.0
H 2.554968 6.016775 -2.134414 0.0 0.0 0.0
H 0.306174 4.871766 -1.644107 0.0 0.0 0.0
C 0.495550 1.578763 -5.999122 0.0 0.0 0.0
C -0.449252 0.694834 -5.497888 0.0 0.0 0.0
C -0.249744 0.083314 -4.267695 0.0 0.0 -0.1
C 0.897691 0.368174 -3.536709 0.0 0.0 0.0
C 1.855401 1.239779 -4.045698 0.0 0.0 0.0
C 1.652654 1.843571 -5.277435 0.0 0.0 0.0
As 1.244151 -0.524800 -1.863695 0.0 0.0 -0.1
C 2.902054 -1.451264 -2.089152 0.0 0.0 0.0
C 4.179182 -0.920619 -2.157381 0.0 0.0 0.0
C 5.255955 -1.785236 -2.303025 0.0 0.0 0.0
C 5.039160 -3.156844 -2.372453 0.0 0.0 0.0
C 3.756237 -3.681776 -2.298095 0.0 0.0 0.0
C 2.667932 -2.829699 -2.152335 0.0 0.0 0.0
C 1.250677 -3.244729 -2.042354 0.0 0.0 0.0
C 0.783251 -4.553835 -2.070007 0.0 0.0 0.0
C -0.578391 -4.804016 -1.966523 0.0 0.0 0.0
C -1.486629 -3.760623 -1.827561 0.0 0.0 0.0
C -1.036092 -2.446909 -1.784953 0.0 0.0 0.0
C 0.323744 -2.204573 -1.900386 0.0 0.0 0.0
H 0.343558 2.041270 -6.965064 0.0 0.0 0.0
H -1.334304 0.462144 -6.075020 0.0 0.0 0.0
H -0.974709 -0.636248 -3.907223 0.0 0.0 0.0
H 2.777089 1.416995 -3.507524 0.1 0.1 0.1
H 2.408864 2.499352 -5.690152 0.0 0.0 0.0
H 4.347559 0.147856 -2.093995 0.0 0.0 0.0
H 6.262565 -1.394583 -2.368935 0.0 0.0 0.0
H 5.881504 -3.824826 -2.492811 0.0 0.0 0.0
H 3.614660 -4.752777 -2.360329 0.0 0.0 0.0
H 1.469706 -5.382129 -2.186283 0.0 0.0 0.0
H -0.936295 -5.824247 -2.006042 0.0 0.0 0.0
H -2.546513 -3.972343 -1.767192 0.0 0.0 0.0
H -1.747434 -1.635471 -1.672287 0.0 -0.1 0.0
N 0.940370 -2.485079 1.769395 0.0 0.0 0.0
C 1.708335 -3.516422 2.143629 0.0 0.0 0.0
C 2.987103 -3.258200 1.695617 0.0 0.0 0.0
C 2.899125 -2.030006 1.046927 0.0 0.0 0.0
N 1.643717 -1.565555 1.086016 0.0 0.1 0.0
H -0.048097 -2.356354 1.904758 0.0 0.0 0.0
H 1.297860 -4.348928 2.691220 0.0 0.0 0.0
H 3.859630 -3.874551 1.820788 0.0 0.0 0.0
H 3.674293 -1.466112 0.554008 0.0 0.0 0.0
O -0.865391 -0.102624 0.703123 0.0 0.0 0.0
P -2.438263 0.036461 0.786017 0.2 -0.1 -0.1
N -2.930652 1.091903 1.910968 0.0 0.0 0.0
C -2.962484 2.561371 1.710279 0.0 0.0 0.0
C -3.902690 3.038779 2.808910 0.0 0.0 0.0
C -3.581239 2.084265 3.956615 0.0 0.0 0.0
C -3.458040 0.734328 3.256008 0.0 0.0 0.0
N -2.967263 0.516780 -0.670092 -0.1 0.2 0.1
C -2.202635 1.050383 -1.815929 0.1 -0.1 0.1
C -3.232476 1.074648 -2.933104 0.0 0.0 0.0
C -4.494758 1.516302 -2.198890 0.0 0.0 0.0
C -4.431479 0.726564 -0.893755 0.0 0.0 0.0
N -3.021043 -1.421360 1.203068 0.0 0.0 0.1
C -2.276211 -2.526325 1.833171 -0.1 0.1 0.0
C -3.346743 -3.578341 2.127981 0.0 0.0 0.0
C -4.612283 -2.751614 2.327596 0.0 0.0 0.0
C -4.483806 -1.701848 1.235331 0.0 0.0 0.0
H -3.301880 2.802488 0.702604 0.0 0.0 0.0
H -1.962586 2.984237 1.845565 0.0 0.0 0.0
H -4.941191 2.916382 2.495331 0.0 0.0 0.0
H -3.746889 4.085439 3.059800 0.0 0.0 0.0
H -4.342120 2.068158 4.733604 0.0 0.0 0.0
H -2.631926 2.364685 4.420583 0.0 0.0 0.0
H -4.435975 0.260335 3.158855 0.0 0.0 0.0
H -2.803951 0.033949 3.778724 0.0 0.0 0.0
H -1.342016 0.420011 -2.032081 -0.1 0.1 0.1
H -1.841964 2.056736 -1.606594 0.1 0.1 0.0
H -3.362731 0.074563 -3.353871 0.0 0.0 0.0
H -2.943864 1.747832 -3.738288 0.0 0.0 0.0
H -5.410519 1.308442 -2.747381 0.0 0.0 0.0
H -4.460913 2.588897 -1.999019 0.0 0.0 0.0
H -4.928268 -0.236755 -1.000796 0.0 0.0 0.0
H -4.884652 1.259314 -0.055305 0.0 0.0 0.0
H -1.815537 -2.189666 2.773184 0.0 0.0 0.0
H -1.521091 -2.915361 1.147820 -0.1 0.0 -0.1
H -3.086768 -4.195022 2.985631 0.0 0.0 0.0
H -3.461935 -4.235852 1.264578 0.0 0.0 0.0
H -4.613857 -2.280078 3.312604 0.0 0.0 0.0
H -5.524984 -3.335032 2.230257 0.0 0.0 0.0
H -5.056125 -0.795138 1.430516 0.0 0.0 0.0
H -4.801905 -2.105972 0.272068 0.0 0.0 0.0
```
Positions in Å, forces in eV/Å.

Here are the Löwdin charges for atoms 1 to 8, given in e:
1. V 0.720
2. Br 0.905
3. C -0.577
4. C -0.118
5. C -0.597
6. Br 0.910
7. C -0.154
8. C 0.033

3.
Formula: C2H5OP
Source: the Open Molecules 2025 dataset
Level of theory: the ωB97M-V functional and the def2-TZVPD basis

Computed properties:
net charge = 0
HOMO energy = -8.38 eV
ΔE to the lowest compared entry with this formula, charge and spin = 54.1 kcal per mole
LUMO energy = 0.41 eV
largest force on an atom = 0.0623 Eh/bohr
multiplicity = 1
calculated total energy = -13488.5272 eV
HOMO-LUMO gap = 8.787 eV

```
9
Properties=species:S:1:pos:R:3:forces:R:3
C -1.036700 0.758943 1.208319 2.4 -0.5 -2.1
C 0.545582 -0.923866 -0.818010 0.7 1.1 -1.7
O -1.809328 0.495973 0.326933 0.4 0.8 2.4
P 1.221892 0.151970 0.494480 -1.5 1.4 0.7
H -1.064057 1.398300 2.168170 -0.7 -0.8 -1.2
H 0.584688 -0.652479 -1.924297 0.5 0.0 1.5
H -0.457238 -0.718476 -0.554248 -1.7 -0.9 -0.1
H 0.895463 -1.933163 -0.711858 -0.2 -0.5 0.3
H 1.119698 1.422800 -0.189488 0.1 -0.5 0.2
```
Positions in Å, forces in eV/Å.

Here are the natural (NBO) charges for atoms 1 to 8, given in e:
1. C 0.315
2. C -0.974
3. O -0.515
4. P 0.319
5. H 0.161
6. H 0.243
7. H 0.257
8. H 0.232

4.
Formula: C45H40Br2GeIMnN7O5
Source: the Open Molecules 2025 dataset
Level of theory: the ωB97M-V functional and the def2-TZVPD basis

Computed properties:
<S²> = 8.7552
net charge = 0
HOMO energy (spin up / spin down) = -7.68 / -7.68 eV
LUMO energy (spin up / spin down) = -0.72 / -0.75 eV
largest force on an atom = 0.0932 Eh/bohr
multiplicity = 6
calculated total energy = -304001.7081 eV
HOMO-LUMO gap (spin up / spin down) = 6.961 / 6.931 eV

```
102
Properties=species:S:1:pos:R:3:forces:R:3
Mn 12.593990 17.518805 13.016123 0.0 -1.0 0.1
O 16.037245 18.483527 10.967061 -2.1 -0.4 1.0
C 14.911544 18.346338 11.499768 2.4 -0.1 -0.6
O 14.419988 17.295207 12.066330 0.6 0.9 -0.4
C 13.983577 19.535614 11.444242 -1.8 0.5 -0.2
C 14.171240 20.647939 10.650334 -2.7 1.2 -0.6
C 13.020680 21.513088 10.366979 1.0 -0.9 0.8
C 11.905431 21.365275 11.160385 -0.6 -0.7 1.0
C 11.841421 20.269082 12.050949 0.2 0.9 -0.5
N 12.774510 19.353541 12.081689 1.6 0.8 -0.3
H 15.070284 20.878039 10.150216 1.0 -0.3 -0.4
H 12.986621 22.249736 9.553705 0.6 -0.2 0.5
H 11.019928 21.997352 11.220053 0.4 0.2 -0.7
H 11.015583 20.143394 12.748661 -0.1 -0.1 -0.3
Br 3.578257 12.429169 13.870005 0.0 -0.4 0.1
C 8.314508 15.775634 14.798272 1.7 2.6 -3.0
C 8.234278 17.156196 15.089974 -1.0 -1.1 0.8
C 8.798750 18.057927 14.223325 0.9 1.5 1.5
N 9.686953 17.733655 13.267726 -1.6 1.5 -1.1
C 9.575115 16.502493 12.804307 0.8 -0.9 1.2
C 8.989607 15.510578 13.587255 -0.8 -1.7 -1.0
C 10.289875 16.162607 11.545260 1.1 -0.1 -1.9
C 9.704318 15.307072 10.566919 0.1 1.0 1.4
C 10.427540 15.048006 9.413209 -0.8 -0.4 1.2
Br 9.376210 14.174340 8.119355 0.6 -0.2 -0.5
C 11.778830 15.370889 9.340209 -1.2 0.9 0.2
C 12.284418 16.287243 10.246061 -1.4 -0.4 1.1
N 11.507948 16.747460 11.299184 -0.1 -1.7 -0.6
H 7.732558 17.421999 16.052527 0.5 0.4 -1.4
H 8.614157 19.145447 14.471215 0.7 -1.1 -0.5
H 9.027258 14.461568 13.189989 0.0 1.1 0.5
H 8.681178 14.915601 10.730968 0.8 0.4 -0.2
H 12.335269 15.013273 8.529060 0.9 -0.3 -1.0
H 13.346756 16.556183 10.186587 -0.7 0.3 0.3
O 9.911333 15.877761 18.860253 0.2 -0.3 -1.3
C 10.560126 15.130455 18.078258 0.3 -0.1 1.9
O 10.724203 15.252981 16.840108 -0.3 0.0 -0.3
C 11.374802 13.976063 18.834276 1.0 1.5 -3.1
C 10.860521 12.580183 18.759324 -1.1 -2.3 -0.8
Ge 8.966400 12.337725 19.270275 0.5 0.3 1.8
C 8.534304 10.503537 19.738900 -1.2 -1.6 1.3
C 7.398025 10.132941 20.598211 1.1 1.2 -2.0
C 6.902013 8.830891 20.570015 -0.5 -0.5 -0.2
C 7.528866 7.821922 19.817697 2.2 1.5 -0.6
C 8.743641 8.186181 19.123123 -2.0 -1.9 0.8
C 9.231708 9.455530 19.103941 0.5 2.1 -0.5
C 8.846474 13.237823 21.050974 0.2 1.5 -0.6
C 8.648090 14.633231 21.279454 -1.5 -0.9 0.8
C 8.206878 15.034072 22.567450 2.0 0.0 -0.4
C 8.229611 14.102153 23.634562 -1.9 0.4 -1.0
C 8.388586 12.730866 23.380389 0.6 0.9 0.4
C 8.886953 12.374617 22.138007 -0.6 0.3 -0.1
C 7.843441 12.916237 17.783863 -0.1 -0.1 0.7
C 8.060072 12.450745 16.492712 0.7 0.2 -1.5
C 8.071013 13.383044 15.437701 -0.3 -0.4 -0.6
C 7.838272 14.771320 15.626806 -1.3 -3.1 3.4
C 7.253611 15.079000 16.870735 0.4 0.2 -0.1
C 7.230580 14.142055 17.923080 -0.2 1.7 -1.1
H 11.499907 14.310073 19.833768 0.0 0.1 1.0
H 12.377777 14.046359 18.292669 -0.9 -0.3 0.9
H 11.402985 11.944780 19.486558 -0.2 0.1 -0.4
H 10.842901 12.024536 17.756222 0.8 1.1 1.0
H 6.846463 10.952300 21.117902 0.5 -0.9 -0.4
H 5.923924 8.629517 21.038190 0.7 0.0 0.0
H 7.219201 6.783694 19.742937 -0.3 0.3 0.2
H 9.227803 7.428232 18.533093 0.2 -0.3 0.0
H 10.153710 9.720031 18.500529 -1.2 -0.5 0.7
H 8.717598 15.368086 20.475844 0.0 -0.4 0.1
H 8.020969 16.125268 22.726373 0.1 -1.1 0.1
H 7.844454 14.489832 24.567007 0.1 -0.3 0.3
H 8.085626 11.936053 24.070308 0.7 0.5 0.2
H 9.287704 11.400525 21.987352 -0.4 -0.9 -0.1
H 8.329180 11.384235 16.289592 -0.1 1.1 0.2
H 8.248835 13.052890 14.401868 0.2 -0.1 0.7
H 3.511466 11.008181 14.062363 0.0 0.4 -0.1
H 7.006844 16.138689 17.058309 -0.2 -1.0 0.3
H 6.811439 14.505553 18.842731 0.3 -0.1 0.6
I 13.466324 11.586963 11.982828 -0.1 0.9 0.6
C 13.041903 13.329118 13.094406 -0.4 1.1 1.1
C 12.200568 13.445743 14.221235 -0.4 -0.4 -0.2
N 12.121778 14.743083 14.602299 1.1 -0.8 -2.3
N 12.891351 15.523804 13.783840 0.4 -2.2 -0.1
C 13.487400 14.660138 12.911918 0.2 0.1 0.6
H 11.645497 12.635085 14.715074 0.3 0.8 -0.1
H 11.546156 15.164233 15.324917 -0.4 -0.1 1.0
H 14.342433 15.018946 12.333290 -0.7 0.0 -0.2
N 12.207077 18.413629 14.810588 0.3 1.1 1.4
C 12.144237 19.264055 15.600820 -0.6 0.4 0.3
N 11.823467 20.166167 16.522982 -0.9 -1.1 -1.1
C 10.879268 19.683808 17.575906 1.5 1.2 1.0
C 9.971820 20.868546 17.948314 0.7 -0.3 2.2
O 10.850931 21.890991 18.581672 -0.6 -0.7 -2.3
C 11.749374 22.431040 17.554800 -0.5 -0.6 0.9
C 12.599624 21.339343 16.869634 -0.9 1.1 -1.6
H 11.607727 19.479912 18.424882 -1.5 -0.1 -0.4
H 10.376505 18.788238 17.257124 -0.2 -0.4 -0.1
H 9.194864 20.555070 18.712838 1.1 0.4 -0.7
H 9.438171 21.289209 17.110007 0.0 0.2 -0.5
H 12.421870 23.033641 18.172177 0.0 0.2 -0.5
H 11.218874 23.050760 16.787465 0.1 -0.5 0.7
H 13.384825 21.048915 17.473822 1.7 -0.6 1.6
H 13.047114 21.764277 15.952063 -0.3 -0.2 0.3
```
Positions in Å, forces in eV/Å.

Here are the Löwdin charges for atoms 1 to 8, given in e:
1. Mn 0.788
2. O 0.031
3. C -0.572
4. O -0.147
5. C -0.150
6. C 0.042
7. C -0.018
8. C -0.057